7
Properties=species:S:1:pos:R:3 method="wB97M-V/def2-TZVPD" smiles="O=c1n[n+]1[O-].[H][H]" gap_ev=10.078 total_charge=0 de_lowest_ev=6.506
C -2.62859 2.61546 1.40696
N -3.58784 1.78668 1.21966
N -2.44549 1.35534 0.71671
O -2.05112 3.58783 1.71501
O -2.01416 0.33406 0.27236
H -1.29637 -1.22069 0.75794
H -1.10759 -1.90287 1.00172